Record 1
Entry from the OMol25 dataset: 2 unconnected molecules or ions with the total composition C4H9N3 (wB97M-V/def2-TZVPD).

As for the largest force on an atom: 0.83 eV/Å. The frontier orbital gap comes out at 9.4 eV. The SMILES is c1c[nH]cn1.CN. For the highest occupied orbital energy, the calculation gives -8.705 eV.

Geometry as ORCA input:
```
! RIJCOSX wB97M-V def2-TZVPD def2/J DEFGRID3
* xyz 0 1
N 1.53 2.53 1.25
C 2.40 1.66 2.05
H 1.04 3.19 1.86
H 2.10 3.10 0.61
H 1.76 1.07 2.73
H 3.15 2.19 2.66
H 2.92 0.96 1.37
N -2.86 -2.39 -1.24
C -2.49 -1.32 -0.55
C -1.84 -2.61 -2.13
C -0.84 -1.67 -1.98
N -1.28 -0.86 -0.96
H -3.05 -0.85 0.25
H -1.87 -3.44 -2.84
H 0.11 -1.52 -2.49
H -0.78 -0.05 -0.59
*
```

Record 2
Entry from the OMol25 dataset: a molecular structure, C4H9N3 (wB97M-V/def2-TZVPD).

As for the largest force on an atom: 6.61 eV/Å. The frontier orbital gap comes out at 7.3 eV. For the highest occupied orbital energy, the calculation gives -6.244 eV.

Geometry as ORCA input:
```
! RIJCOSX wB97M-V def2-TZVPD def2/J DEFGRID3
* xyz 0 1
C 0.34 1.74 0.57
C -0.84 -0.19 -0.71
N 1.47 -1.51 1.07
N -1.97 0.14 -1.28
C 0.17 -1.09 -0.82
C -0.14 0.30 0.56
N 0.91 -0.61 0.15
H 2.48 -1.35 1.11
H 1.36 -2.48 0.76
H -2.56 0.91 -0.96
H -2.30 -0.29 -2.14
H 0.31 -1.91 -1.53
H -0.62 0.01 1.51
H -0.51 2.42 0.69
H 1.03 1.91 1.40
H 0.86 2.01 -0.36
*
```

Record 3
Entry from the OMol25 dataset: a single C4H9N3 molecule (wB97M-V/def2-TZVPD).

As for the largest force on an atom: 3.18 eV/Å. The frontier orbital gap comes out at 9.8 eV. The SMILES is [H]/N=C(C)/C(=N\[H])NC. For the highest occupied orbital energy, the calculation gives -8.975 eV.

Geometry as ORCA input:
```
! RIJCOSX wB97M-V def2-TZVPD def2/J DEFGRID3
* xyz 0 1
C -1.60 -1.87 0.47
C 0.16 1.83 -0.92
N -0.87 -0.62 0.44
C 0.45 -0.58 -0.02
C 0.88 0.88 -0.01
N 1.28 -1.55 -0.15
N 1.92 1.21 0.70
H -1.25 0.12 1.02
H 2.24 -1.19 -0.05
H 2.21 2.17 0.48
H -1.97 -2.14 -0.52
H -2.45 -1.80 1.15
H -0.97 -2.69 0.84
H 0.89 2.46 -1.44
H -0.50 2.47 -0.33
H -0.42 1.29 -1.67
*
```

Record 4
Entry from the OMol25 dataset: 2 unconnected molecules or ions with the total composition C4H9N3 (wB97M-V/def2-TZVPD).

As for the largest force on an atom: 3.53 eV/Å. The frontier orbital gap (spin up / spin down) comes out at 6.0 / 7.0 eV. For the highest occupied orbital energy (spin up / spin down), the calculation gives -4.854 / -8.851 eV.

Geometry as ORCA input:
```
! RIJCOSX wB97M-V def2-TZVPD def2/J DEFGRID3
* xyz 0 3
C -0.47 -1.39 -0.92
C 0.54 -2.20 -0.65
C -1.17 0.45 1.48
C 0.15 0.83 0.82
N -1.55 -1.07 -1.37
N 1.57 1.62 -0.82
N 0.35 1.21 -0.36
H 2.14 2.05 -0.05
H 1.04 -2.28 0.27
H 0.86 -3.04 -1.33
H -1.37 1.25 2.29
H -2.09 0.31 0.93
H -0.91 -0.60 1.93
H 1.06 0.90 1.48
H -1.60 -0.36 -2.09
H 1.43 2.33 -1.62
*
```

Copy entry 3 word for word.
Entry from the OMol25 dataset: a single C4H9N3 molecule (wB97M-V/def2-TZVPD).

As for the largest force on an atom: 3.18 eV/Å. The frontier orbital gap comes out at 9.8 eV. The SMILES is [H]/N=C(C)/C(=N\[H])NC. For the highest occupied orbital energy, the calculation gives -8.975 eV.

Geometry as ORCA input:
```
! RIJCOSX wB97M-V def2-TZVPD def2/J DEFGRID3
* xyz 0 1
C -1.60 -1.87 0.47
C 0.16 1.83 -0.92
N -0.87 -0.62 0.44
C 0.45 -0.58 -0.02
C 0.88 0.88 -0.01
N 1.28 -1.55 -0.15
N 1.92 1.21 0.70
H -1.25 0.12 1.02
H 2.24 -1.19 -0.05
H 2.21 2.17 0.48
H -1.97 -2.14 -0.52
H -2.45 -1.80 1.15
H -0.97 -2.69 0.84
H 0.89 2.46 -1.44
H -0.50 2.47 -0.33
H -0.42 1.29 -1.67
*
```